1.
C8H9NO2S2 | ωB97M-V/def2-TZVPD

CARTESIAN COORDINATES (ANGSTROEM)
N (0.01948, 0.14931, 1.24920)
C (-1.11520, -0.65346, 1.24929)
O (-2.28998, -0.27247, 1.24934)
C (-0.65054, -2.08578, 1.24931)
C (0.68482, -2.08742, 1.24932)
C (1.15744, -0.65450, 1.24930)
O (2.32516, -0.28363, 1.24934)
H (-1.32562, -2.94215, 1.24930)
H (1.35524, -2.94974, 1.24931)
C (-1.10953, 6.20469, 1.24934)
C (-0.45087, 5.66299, 0.00790)
S (-0.23407, 3.90197, -0.23270)
C (-0.17360, 3.11158, 1.24883)
S (-0.23454, 3.90058, 2.73098)
C (-0.45146, 5.66205, 2.49078)
H (-0.94116, 7.28838, 1.24921)
H (-2.18672, 6.05682, 1.25000)
H (-0.95885, 5.99513, -0.90631)
H (0.58294, 6.01457, -0.02260)
H (-0.08551, 2.00289, 1.25020)
H (0.58159, 6.01485, 2.52138)
H (-0.95820, 5.99590, 3.40489)

Calculated values
orbital gap	5.966	eV
HOMO level	-7.73	eV

2.
C8H9NO3 | ωB97M-V/def2-TZVPD

CARTESIAN COORDINATES (ANGSTROEM)
C (2.67124, -0.32900, 0.39841)
C (1.55509, -1.10333, 0.09853)
C (2.51713, 1.03721, 0.30268)
C (0.33670, -0.63663, -0.42311)
C (1.17864, 1.59335, -0.12082)
C (-0.80870, -1.57713, -0.58699)
C (0.10656, 0.68516, -0.60764)
C (-2.17387, -0.30170, 1.03418)
N (-2.82710, 0.44222, 0.13319)
O (-3.40418, 1.45803, 0.57323)
O (-2.93581, 0.19958, -1.08892)
O (-1.57064, -1.46150, 0.64751)
H (3.66583, -0.71138, 0.60800)
H (1.66603, -2.25442, 0.20708)
H (3.30979, 1.73218, 0.43271)
H (0.66944, 2.15601, 0.72380)
H (1.29937, 2.16220, -1.06996)
H (-1.52378, -1.30803, -1.54599)
H (-0.77964, -2.70479, -0.56085)
H (-0.64472, 1.09037, -1.27144)
H (-2.30740, -0.16837, 2.11639)

Calculated values
orbital gap (spin up / spin down)	5.401 / 8.717	eV
HOMO level (spin up / spin down)	-7.22 / -9.18	eV

3.
C8H9NO4 | ωB97M-V/def2-TZVPD

CARTESIAN COORDINATES (ANGSTROEM)
C (0.27347, -0.59096, -0.66318)
C (1.47354, -0.64330, -0.47108)
C (-1.05726, 1.62663, -0.32156)
C (3.63878, -0.00556, 0.34006)
C (-1.71558, 0.17964, 1.40952)
C (-1.17658, -0.30045, -0.79486)
C (-3.47509, -0.54579, 0.00138)
C (2.86398, -0.72145, -0.75954)
N (-2.02705, -0.63828, 0.27068)
O (3.28961, 0.12435, 1.45960)
O (-0.72144, 2.47358, -1.08443)
O (4.83789, 0.34748, -0.10692)
O (-1.46584, 1.58355, 0.89165)
H (-2.60500, 0.34628, 1.98811)
H (-0.84724, -0.09422, 1.92504)
H (-1.57895, -0.37179, -1.83236)
H (-3.95465, -1.23644, -0.80693)
H (-4.04138, -0.65916, 0.97072)
H (-3.59534, 0.42818, -0.55872)
H (3.31703, -1.66825, -0.67226)
H (3.11303, -0.38174, -1.67670)
H (5.45407, 0.74770, 0.49180)

Calculated values
orbital gap	8.787	eV
HOMO level	-8.13	eV

4.
C8H9O2PS | ωB97M-V/def2-TZVPD

CARTESIAN COORDINATES (ANGSTROEM)
C (2.53182, -1.47300, 1.39193)
P (0.77924, -1.09896, 1.68259)
O (0.88023, 0.52915, 1.99594)
S (-0.18713, -2.07630, 3.01594)
C (0.28751, -1.19992, -0.15612)
O (0.58143, -2.21183, -0.72907)
C (-0.54492, -0.07115, -0.81139)
C (-0.33722, 0.30096, -2.19033)
C (-1.08482, 1.25046, -2.82178)
C (-2.13111, 1.81141, -2.08735)
C (-2.39708, 1.45289, -0.76947)
C (-1.55642, 0.58968, -0.07425)
H (2.98978, -0.62308, 0.69446)
H (3.07166, -1.64568, 2.33203)
H (2.48207, -2.33310, 0.75709)
H (0.19509, 0.77848, 2.66434)
H (0.67578, 0.04403, -2.67880)
H (-0.88313, 1.61468, -3.76142)
H (-2.71635, 2.54784, -2.75949)
H (-3.25695, 1.72091, -0.19126)
H (-1.83704, 0.26109, 0.94827)

Calculated values
SMILES	C[P@](O)(=S)C(=O)c1ccccc1
orbital gap	8.735	eV
HOMO level	-8.98	eV